[1]
This record from OMol25 describes a cluster of 2 separate species, C2H4OS2 in total in a non-equilibrium geometry. The level of theory is wB97M-V/def2-TZVPD.

Values from the calculation:
LUMO energy in hartree: -0.0087
ΔE to the lowest compared entry with this formula, charge and spin in kJ/mol: 306.3

Geometry as ORCA input:
```
! RIJCOSX wB97M-V def2-TZVPD def2/J DEFGRID3
* xyz 0 1
C -0.5414 2.0258 0.0111
C 0.0459 0.9249 -0.4119
O -0.7627 -1.6096 -0.1105
S 1.6950 0.2126 -0.5396
S -0.1352 -0.6929 -1.0897
H -1.5749 2.3889 -0.0937
H -0.0553 2.9078 0.5115
H 0.6362 -2.9211 1.1731
H 0.6925 -3.2363 0.5496
*
```

[2]
This record from OMol25 describes a structure of composition C13H11F3N2O5 in a non-equilibrium geometry. The level of theory is wB97M-V/def2-TZVPD.

Values from the calculation:
LUMO energy in hartree: -0.0478

Geometry as ORCA input:
```
! RIJCOSX wB97M-V def2-TZVPD def2/J DEFGRID3
* xyz 0 1
O 1.8569 4.0652 -0.5238
C 1.1337 3.0247 -0.5911
N 1.0872 2.0218 0.4584
H 0.4320 1.4307 0.3374
C 2.1114 2.2524 1.4269
C 1.1158 2.7458 2.7733
F 1.7883 2.8927 3.8460
F 0.2866 1.7290 3.1156
F 0.6382 3.8430 2.7454
H 2.4314 1.2781 1.7434
H 2.6857 3.0276 1.6388
C 0.2906 2.9913 -1.5376
H 0.8400 3.0353 -2.7920
H -0.6182 3.7335 -1.5423
O -0.3995 1.7101 -1.5902
C -0.1184 0.8104 -2.2796
O 0.8453 0.8197 -3.2200
C -0.7802 -0.4628 -1.9199
C -0.1641 -1.8791 -2.0876
C -0.8285 -2.9606 -1.6533
C -0.7566 -4.0393 -2.6111
C -1.5613 -5.1290 -2.1287
C -1.9660 -5.4603 -0.8582
C -1.9066 -4.3400 0.0363
C -0.9532 -3.3726 -0.2376
N -0.9801 -2.3448 0.6395
O -1.7836 -2.1500 1.3383
O 0.0433 -1.6802 0.7539
H -2.1602 -4.4454 0.9827
H -2.4321 -6.3717 -0.7328
H -1.5057 -6.1058 -2.8910
H -0.3862 -3.9037 -3.6489
H 0.6816 -1.7950 -2.7331
H -1.5829 -0.3577 -1.4177
*
```

[3]
This record from OMol25 describes a structure of composition C5H7NS in a non-equilibrium geometry. The level of theory is wB97M-V/def2-TZVPD.

Values from the calculation:
LUMO energy in hartree: 0.0285
ΔE to the lowest compared entry with this formula, charge and spin in kJ/mol: 345.3

Geometry as ORCA input:
```
! RIJCOSX wB97M-V def2-TZVPD def2/J DEFGRID3
* xyz 0 1
C -0.6423 0.8011 0.9810
C -0.6300 0.9540 -0.5204
C -0.7555 -0.7256 0.8356
C 0.4199 -1.0275 -0.0562
C 0.7097 0.2235 -0.9584
H 0.4376 0.9476 1.2111
H -1.3228 1.4960 1.4045
H -0.5956 1.8941 -1.0697
H -1.1544 -1.4078 1.6664
H 0.5035 -1.9508 -0.5157
H 2.3757 -0.7389 -0.5170
H 0.9952 0.2044 -2.0116
N 1.6525 -0.2285 0.0946
S -1.9935 -0.4417 -0.5442
*
```

[4]
This record from OMol25 describes an isolated molecule of C7H9NO in a non-equilibrium geometry. The level of theory is wB97M-V/def2-TZVPD.

Values from the calculation:
LUMO energy in hartree: 0.0416
ΔE to the lowest compared entry with this formula, charge and spin in kJ/mol: 568.4
SMILES string: C#CC1(O/N=C/C)CC1

Geometry as ORCA input:
```
! RIJCOSX wB97M-V def2-TZVPD def2/J DEFGRID3
* xyz 0 1
C 2.6132 2.2598 0.2691
C 2.0154 1.2798 -0.0473
C 1.4962 -0.0009 -0.1965
O 0.3242 -0.0685 -0.8875
N -0.8001 0.3751 -0.1140
C -1.9098 0.0926 -0.6528
C -3.1959 0.5840 0.0327
C 2.3818 -1.1049 -0.7680
C 1.8354 -1.2725 0.6286
H 2.8880 3.2408 0.5804
H -1.9432 -0.6662 -1.4632
H -4.1297 0.4187 -0.4929
H -3.0067 1.6453 0.1086
H -3.3363 0.2482 0.9958
H 3.4805 -1.0871 -0.7410
H 1.9779 -1.7639 -1.5262
H 1.1297 -2.0255 0.7335
H 2.5695 -1.1756 1.3584
*
```

[5]
This record from OMol25 describes an isolated molecule of C4H8O3. The level of theory is wB97M-V/def2-TZVPD.

Values from the calculation:
LUMO energy in hartree: 0.0303
ΔE to the lowest compared entry with this formula, charge and spin in kJ/mol: 72.7
SMILES string: CCOC(=O)CO

Geometry as ORCA input:
```
! RIJCOSX wB97M-V def2-TZVPD def2/J DEFGRID3
* xyz 0 1
C 1.4165 1.9181 0.7635
C 0.0434 1.2874 0.6855
O 0.2186 -0.1118 0.3768
C -0.7162 -0.6870 -0.3754
O -1.7005 -0.1347 -0.8176
C -0.4233 -2.1486 -0.6427
O -1.3789 -2.6910 -1.5040
H 2.0209 1.4534 1.5486
H 1.9400 1.8160 -0.1928
H 1.3154 2.9843 0.9858
H -0.5752 1.7419 -0.0913
H -0.4925 1.3558 1.6394
H 0.5864 -2.2290 -1.0676
H -0.4067 -2.6763 0.3224
H -2.0283 -1.9864 -1.6638
*
```

[6]
This record from OMol25 describes a structure of composition C20H45Br12InNO in a non-equilibrium geometry. The level of theory is wB97M-V/def2-TZVPD.

Values from the calculation:
LUMO energy in hartree: 0.0667

Geometry as ORCA input:
```
! RIJCOSX wB97M-V def2-TZVPD def2/J DEFGRID3
* xyz -1 1
C 4.6471 -0.4539 1.3798
C 5.3557 0.7136 0.4731
C 4.6933 0.8457 -1.0572
N 3.7910 2.0833 -1.1844
In 2.1698 2.0288 0.2203
C 0.3151 3.1802 -0.5023
C -0.8899 3.2106 0.6355
C -1.2402 1.7054 1.2349
C -1.8114 0.6883 0.0366
O -0.8019 -0.3695 -0.1005
C -1.3736 -1.7193 -0.0023
H 3.8661 -1.0672 0.7519
H 5.4450 -1.1958 1.8420
H 4.0307 0.1020 2.2258
H 6.5191 0.5093 0.3840
H 5.2512 1.7949 0.9479
H 4.0697 -0.1240 -1.3039
H 5.6396 0.9689 -1.7741
H 4.3319 2.9504 -0.9691
H 2.7645 2.5874 1.8333
H 1.6853 0.2793 0.3595
H 0.6293 4.3182 -0.6700
H -0.0629 2.8110 -1.5665
H -1.8377 3.7716 0.2322
H -0.4936 3.8441 1.5622
H -0.3046 1.1951 1.7656
H -2.0735 1.8146 2.0772
H -2.8735 0.3308 0.3708
H -1.9199 1.2407 -0.9922
H -1.4070 -2.3044 -1.0424
H -2.4065 -1.7895 0.5419
H -0.6123 -2.3518 0.6660
Br -4.6183 -2.3022 -2.3599
C -3.6204 -1.6389 -3.8986
C -3.1859 -2.7719 -4.7984
Br -1.6562 -3.7220 -4.0489
H -2.7856 -1.0499 -3.5079
H -4.3141 -0.9747 -4.4222
H -2.8377 -2.3881 -5.7615
H -3.9698 -3.5146 -4.9707
Br -0.3631 7.6530 1.6554
C 0.6348 8.3163 0.1167
C 1.0694 7.1833 -0.7832
Br 2.5990 6.2333 -0.0337
H 1.4696 8.9053 0.5073
H -0.0589 8.9805 -0.4070
H 1.4175 7.5671 -1.7463
H 0.2854 6.4406 -0.9555
Br 1.3071 -1.9041 2.6951
C 2.2778 -3.5831 2.4897
C 1.4119 -4.7643 2.8602
Br 1.2500 -4.9417 4.7957
H 3.1854 -3.5032 3.0949
H 2.5541 -3.6239 1.4321
H 1.8712 -5.6992 2.5267
H 0.3964 -4.7009 2.4593
Br -3.2810 -2.4659 3.1491
C -3.9087 -3.6817 4.5388
C -2.8229 -4.6475 4.9518
Br -2.5975 -6.0637 3.6298
H -4.8043 -4.1752 4.1506
H -4.1892 -3.0358 5.3758
H -3.0965 -5.1632 5.8767
H -1.8462 -4.1732 5.0813
Br 0.1083 -8.7184 0.5045
C -1.4384 -9.3407 1.5164
C -2.6550 -9.4715 0.6303
Br -3.4407 -7.7279 0.2479
H -1.5788 -8.6425 2.3466
H -1.1440 -10.3163 1.9139
H -3.4439 -10.0333 1.1385
H -2.4420 -9.9440 -0.3326
Br 2.1265 9.2492 -4.0194
C 0.8997 8.6462 -5.4104
C -0.2961 7.9396 -4.8162
Br 0.1621 6.1300 -4.2511
H 1.4776 8.0201 -6.0962
H 0.5902 9.5573 -5.9306
H -1.0814 7.8125 -5.5667
H -0.7131 8.4505 -3.9439
*
```

[7]
This record from OMol25 describes a cluster of 2 separate species, CHClF2O in total in a non-equilibrium geometry. The level of theory is wB97M-V/def2-TZVPD.

Values from the calculation:
LUMO energy in hartree: 0.0224
ΔE to the lowest compared entry with this formula, charge and spin in kJ/mol: 38.5
SMILES string: O=C(F)F.Cl

Geometry as ORCA input:
```
! RIJCOSX wB97M-V def2-TZVPD def2/J DEFGRID3
* xyz 0 1
O 1.3126 -1.6581 0.5954
C 0.9487 -0.6163 0.2840
F 0.5494 0.4093 1.0800
F 0.8733 -0.1049 -0.9821
Cl -2.3526 0.7152 -0.3953
H -1.3313 1.2548 -0.5820
*
```

> Look up the LUMO energy of the sixth one.

0.0667 hartree

> LUMO energy of number 2 (C13H11F3N2O5)?

-0.0478 hartree

> Among the records above, which one has the highest LUMO energy?

C20H45Br12InNO